# C40H120O40

A cluster of 20 separate species, C40H120O40 in total at a distorted geometry (ωB97M-V/def2-TZVPD, the OMol25 dataset).

Output
* energy relative to the best compared isomer or geometry (same formula, charge and spin): 1.647 eV
* Kohn-Sham gap: 9.738 eV
* highest occupied orbital energy: -9.574 eV
* electronic energy: -4605.31961 hartree

Atoms and positions in Å:
C (-0.65, 1.24, -4.13)
C (0.84, 1.05, -4.38)
O (1.22, -0.27, -4.55)
O (-1.12, 0.69, -2.91)
H (-1.18, 0.80, -4.97)
H (-0.85, 2.30, -3.98)
H (1.38, 1.34, -3.50)
H (1.18, 1.62, -5.25)
H (0.65, -0.86, -5.06)
H (-0.93, -0.22, -2.68)
C (3.11, -2.51, 1.95)
C (3.85, -3.01, 0.75)
O (3.15, -2.89, -0.50)
O (1.98, -3.35, 2.22)
H (2.83, -1.49, 1.73)
H (3.82, -2.62, 2.71)
H (4.13, -4.06, 0.82)
H (4.79, -2.43, 0.69)
H (3.00, -1.97, -0.55)
H (1.36, -3.22, 1.50)
C (-3.34, 2.74, 6.14)
C (-2.24, 2.41, 7.21)
O (-1.57, 1.23, 6.79)
O (-2.69, 3.04, 4.90)
H (-3.98, 3.62, 6.48)
H (-4.05, 1.86, 6.01)
H (-2.67, 2.29, 8.22)
H (-1.50, 3.20, 7.13)
H (-0.59, 1.23, 6.89)
H (-2.26, 2.25, 4.54)
C (0.20, -0.98, 5.26)
C (1.49, -0.33, 5.86)
O (1.05, 1.05, 6.24)
O (-0.79, -1.15, 6.16)
H (0.58, -1.95, 4.86)
H (-0.10, -0.40, 4.43)
H (2.36, -0.16, 5.20)
H (1.79, -0.71, 6.83)
H (1.10, 1.52, 5.39)
H (-1.27, -0.38, 6.32)
C (-1.48, -4.63, 2.28)
C (-0.99, -6.06, 2.14)
O (-1.31, -6.72, 0.92)
O (-0.94, -3.86, 1.22)
H (-1.05, -4.28, 3.21)
H (-2.55, -4.59, 2.27)
H (-1.36, -6.75, 2.90)
H (0.18, -6.01, 2.25)
H (-1.20, -6.10, 0.19)
H (-1.61, -3.93, 0.51)
C (5.45, -4.79, -2.29)
C (6.18, -3.79, -3.28)
O (5.69, -2.49, -3.07)
O (4.03, -4.84, -2.43)
H (5.78, -4.59, -1.23)
H (5.86, -5.80, -2.44)
H (5.88, -4.20, -4.29)
H (7.31, -3.84, -3.26)
H (4.71, -2.53, -3.15)
H (3.72, -4.11, -1.88)
C (3.25, 0.46, -1.70)
C (3.96, 1.46, -2.53)
O (3.62, 2.73, -1.99)
O (3.67, 0.25, -0.37)
H (3.35, -0.53, -2.20)
H (2.17, 0.85, -1.77)
H (3.54, 1.51, -3.58)
H (5.02, 1.19, -2.49)
H (4.34, 3.30, -2.07)
H (4.65, -0.06, -0.32)
C (0.23, -3.53, -2.21)
C (-0.14, -5.02, -2.50)
O (-1.17, -5.45, -1.69)
O (-0.89, -2.68, -2.61)
H (1.11, -3.26, -2.84)
H (0.53, -3.37, -1.13)
H (0.74, -5.72, -2.37)
H (-0.38, -5.22, -3.56)
H (-2.02, -5.41, -2.10)
H (-1.52, -2.63, -1.88)
C (-0.25, 5.96, 4.72)
C (-1.22, 7.09, 4.55)
O (-1.80, 7.32, 3.17)
O (-0.71, 4.70, 4.05)
H (-0.23, 5.78, 5.85)
H (0.75, 6.15, 4.33)
H (-0.72, 8.00, 4.90)
H (-2.14, 6.93, 5.08)
H (-2.35, 6.53, 3.13)
H (-0.95, 4.15, 4.82)
C (-4.49, 5.14, -4.13)
C (-3.65, 4.91, -2.83)
O (-4.28, 3.90, -2.15)
O (-4.39, 4.10, -5.05)
H (-4.19, 6.08, -4.52)
H (-5.52, 5.30, -3.74)
H (-3.61, 5.82, -2.31)
H (-2.61, 4.65, -3.13)
H (-3.59, 3.38, -1.61)
H (-4.19, 3.28, -4.55)
C (0.40, 0.40, 0.59)
C (-0.01, -1.05, 0.34)
O (-1.22, -1.10, -0.32)
O (-0.37, 0.98, 1.62)
H (0.30, 1.06, -0.31)
H (1.48, 0.46, 0.87)
H (0.15, -1.67, 1.22)
H (0.82, -1.45, -0.33)
H (-1.96, -1.17, 0.27)
H (-1.05, 1.55, 1.30)
C (2.27, 2.48, 3.02)
C (2.05, 3.37, 1.80)
O (1.59, 4.64, 2.28)
O (0.96, 2.13, 3.69)
H (2.92, 2.91, 3.73)
H (2.75, 1.53, 2.93)
H (1.22, 2.93, 1.25)
H (2.87, 3.45, 1.11)
H (0.77, 4.40, 2.75)
H (0.39, 1.79, 2.98)
C (-4.62, -5.70, -0.74)
C (-4.46, -4.27, -1.10)
O (-3.32, -3.63, -0.58)
O (-3.51, -6.38, -1.38)
H (-5.57, -6.15, -1.02)
H (-4.43, -5.85, 0.34)
H (-5.33, -3.74, -0.77)
H (-4.37, -4.26, -2.18)
H (-3.67, -3.10, 0.19)
H (-2.95, -6.81, -0.70)
C (3.36, -2.61, -5.13)
C (2.37, -3.65, -5.61)
O (1.94, -4.48, -4.46)
O (3.02, -2.12, -3.84)
H (3.31, -1.78, -5.86)
H (4.39, -2.95, -5.04)
H (2.86, -4.38, -6.24)
H (1.47, -3.38, -6.12)
H (2.61, -4.38, -3.77)
H (2.30, -1.45, -3.98)
C (-3.87, 1.02, -1.16)
C (-4.74, 1.37, -0.04)
O (-4.00, 1.41, 1.25)
O (-2.74, 1.89, -1.03)
H (-4.23, 1.00, -2.13)
H (-3.44, -0.08, -1.02)
H (-5.62, 0.71, 0.14)
H (-5.19, 2.29, -0.32)
H (-3.38, 2.18, 1.30)
H (-2.08, 1.54, -1.63)
C (-2.95, 4.49, 1.29)
C (-4.25, 4.60, 2.06)
O (-4.08, 5.23, 3.34)
O (-2.10, 3.37, 1.69)
H (-2.32, 5.44, 1.34)
H (-3.18, 4.35, 0.22)
H (-4.64, 3.61, 2.28)
H (-4.99, 5.15, 1.48)
H (-3.82, 4.52, 4.00)
H (-1.79, 3.61, 2.57)
C (8.75, -0.46, 0.05)
C (7.50, 0.20, -0.41)
O (6.34, -0.65, -0.59)
O (8.48, -1.32, 1.15)
H (9.51, 0.27, 0.49)
H (9.28, -1.05, -0.71)
H (7.70, 0.78, -1.26)
H (7.31, 0.88, 0.39)
H (6.36, -1.12, -1.45)
H (8.24, -2.20, 0.83)
C (-1.98, -2.24, -6.19)
C (-2.92, -3.23, -5.56)
O (-3.31, -2.82, -4.24)
O (-0.79, -2.19, -5.48)
H (-2.43, -1.28, -6.29)
H (-1.79, -2.56, -7.26)
H (-2.48, -4.22, -5.62)
H (-3.82, -3.29, -6.08)
H (-2.53, -2.66, -3.68)
H (-0.71, -2.69, -4.63)
C (-3.16, -0.10, 3.81)
C (-3.04, -1.40, 3.00)
O (-3.27, -1.16, 1.59)
O (-2.16, 0.79, 3.51)
H (-3.11, -0.50, 4.82)
H (-4.12, 0.33, 3.66)
H (-3.66, -2.20, 3.40)
H (-1.98, -1.65, 3.08)
H (-3.56, -0.27, 1.47)
H (-1.41, 0.46, 2.95)
C (0.63, 5.09, -2.13)
C (0.12, 4.77, -0.72)
O (-0.25, 5.98, -0.13)
O (0.74, 3.82, -2.74)
H (1.55, 5.65, -2.17)
H (-0.12, 5.57, -2.65)
H (0.80, 4.09, -0.25)
H (-0.78, 4.18, -0.70)
H (-0.08, 6.00, 0.81)
H (1.52, 3.43, -2.44)

Atom charges from the Löwdin analysis, given in e for atoms 1 to 99:
1. C -0.1794
2. C -0.2139
3. O -0.0707
4. O -0.0630
5. H 0.1185
6. H 0.1162
7. H 0.0722
8. H 0.1381
9. H 0.0738
10. H 0.0700
11. C -0.2137
12. C -0.2096
13. O -0.0658
14. O -0.0562
15. H 0.1066
16. H 0.1121
17. H 0.1274
18. H 0.1170
19. H 0.0273
20. H 0.0373
21. C -0.1811
22. C -0.1875
23. O -0.1128
24. O -0.1242
25. H 0.1363
26. H 0.1303
27. H 0.1230
28. H 0.1128
29. H 0.0698
30. H 0.0504
31. C -0.2729
32. C -0.1172
33. O -0.1358
34. O -0.0073
35. H 0.1276
36. H 0.0792
37. H 0.1160
38. H 0.1146
39. H 0.0352
40. H -0.0053
41. C -0.2392
42. C -0.2195
43. O -0.0765
44. O -0.0816
45. H 0.1182
46. H 0.1067
47. H 0.1152
48. H 0.1486
49. H 0.0329
50. H 0.0631
51. C -0.2062
52. C -0.2293
53. O -0.1016
54. O -0.0675
55. H 0.1202
56. H 0.1119
57. H 0.1127
58. H 0.1361
59. H 0.0510
60. H 0.0357
61. C -0.2642
62. C -0.2240
63. O -0.0426
64. O -0.0936
65. H 0.1126
66. H 0.1271
67. H 0.1371
68. H 0.1225
69. H 0.0674
70. H 0.0912
71. C -0.1443
72. C -0.2203
73. O -0.0779
74. O -0.1148
75. H 0.0950
76. H 0.1133
77. H 0.1382
78. H 0.1259
79. H 0.0526
80. H 0.0536
81. C -0.1563
82. C -0.1855
83. O -0.0836
84. O -0.1274
85. H 0.1452
86. H 0.1098
87. H 0.1225
88. H 0.1064
89. H 0.0072
90. H 0.0610
91. C -0.2572
92. C -0.2706
93. O -0.0886
94. O -0.0490
95. H 0.0985
96. H 0.1260
97. H 0.0995
98. H 0.1262
99. H 0.0604